[1]
Density functional theory data (the ωB97M-V functional and the def2-TZVPD basis) for a structure of composition C32H34N6O4PS2Ti.

```
80
C32H34N6O4PS2Ti the ωB97M-V functional and the def2-TZVPD basis
Ti -0.078 -0.458 0.466
S -4.732 3.259 4.415
S -0.970 -0.652 2.735
P -0.247 1.083 -3.933
O -0.503 0.497 -2.580
O -4.745 4.707 4.436
O -6.022 2.607 4.483
O -3.732 2.672 5.321
N 0.865 -2.350 0.877
N -1.319 1.606 4.099
N -1.459 1.291 -0.107
N 0.836 1.139 1.493
N 0.327 1.773 2.557
N 1.663 -0.132 -0.623
C 4.685 -2.814 2.525
C 2.650 2.782 1.574
C 2.119 -2.537 1.441
C 3.284 -0.693 -2.279
C 2.078 -0.892 -1.650
C -4.292 1.552 2.299
C 3.888 -1.687 2.829
C -3.489 1.055 1.282
C -0.637 1.012 3.149
C -2.302 3.145 1.225
C -2.469 1.842 0.785
C -1.709 1.781 -4.678
C 2.440 0.864 -0.175
C -1.766 -4.151 -0.927
C 0.373 -0.118 -5.102
C 4.177 -3.799 1.728
C 2.877 -3.681 1.183
C -2.742 -1.572 -1.084
C 3.671 1.127 -0.773
C -1.029 -3.077 -0.416
C -3.093 3.638 2.250
C 1.032 -4.535 -0.087
C 2.633 -1.550 2.308
C 2.289 -4.693 0.380
C -1.508 -1.755 -0.450
C 0.319 -3.323 0.170
C 0.968 2.388 -3.901
C -2.998 -3.925 -1.511
C -4.056 2.817 2.829
C 4.094 0.341 -1.825
C -3.482 -2.622 -1.603
C 1.938 1.613 0.988
H 1.393 -1.670 -1.962
H -1.215 2.602 4.228
H -4.441 -2.433 -2.070
H 5.678 -2.906 2.945
H 2.289 3.724 1.153
H -1.518 2.138 -5.691
H 3.725 2.727 1.405
H -5.065 0.938 2.744
H 1.147 2.806 -4.894
H 3.581 -1.340 -3.092
H 1.381 -0.424 -4.814
H 5.056 0.529 -2.288
H 0.398 0.293 -6.112
H 2.852 -5.593 0.158
H -1.402 -5.167 -0.849
H -1.500 3.752 0.814
H -2.067 2.611 -4.067
H 4.753 -4.693 1.515
H -0.281 -0.991 -5.083
H -0.865 2.056 -0.410
H -3.580 -4.757 -1.887
H -3.606 0.033 0.945
H -2.945 4.635 2.648
H 4.267 -0.927 3.502
H -2.183 1.230 4.472
H 2.001 -0.720 2.593
H 0.570 -5.303 -0.687
H -2.484 1.015 -4.706
H -1.856 0.912 -0.964
H 2.455 2.824 2.643
H 1.903 1.986 -3.504
H -3.172 -0.579 -1.168
H 4.284 1.935 -0.403
H 0.620 3.181 -3.238
```

charge	0
expectation value of S²	0.756
DFT total energy	-104945.0470	eV
energy above the lowest of the compared OMol25 structures with the same formula, charge and spin	41.7	kJ/mol
Kohn-Sham gap (alpha / beta)	6.26 / 6.09	eV
E_HOMO (alpha / beta)	-0.2734 / -0.2734	Ha
F_max	1.98	eV/Å
multiplicity	2



[2]
Density functional theory data (the ωB97M-V functional and the def2-TZVPD basis) for a cluster of 2 separate species, C4H7NS in total.

```
13
C4H7NS the ωB97M-V functional and the def2-TZVPD basis
S 4.178 0.068 0.013
N 0.511 -0.092 -0.056
C 0.828 -1.513 -0.007
C -0.793 0.430 0.136
C -0.160 1.822 -0.035
C 1.213 1.031 -0.013
H -0.131 2.531 0.888
H 0.414 -2.054 -1.038
H 1.974 -1.546 0.015
H -0.261 2.296 -0.896
H -1.257 0.394 1.109
H 0.175 -1.801 0.841
H -1.533 0.180 -0.636
```

charge	0
DFT total energy	-16580.1752	eV
energy above the lowest of the compared OMol25 structures with the same formula, charge and spin	651.9	kJ/mol
Kohn-Sham gap (alpha / beta)	6.91 / 6.90	eV
E_HOMO (alpha / beta)	-0.3135 / -0.3131	Ha
F_max	6.50	eV/Å
multiplicity	1



[3]
Density functional theory data (the ωB97M-V functional and the def2-TZVPD basis) for a structure of composition C20H17Cl5GeN6OS2Sc.

```
53
C20H17Cl5GeN6OS2Sc the ωB97M-V functional and the def2-TZVPD basis
Ge -2.292 -2.196 -1.462
Sc -0.724 0.569 -0.752
Cl -3.881 -2.186 -3.083
Cl 0.072 -4.260 -0.610
Cl 1.156 0.486 -2.964
Cl -3.119 -0.208 -0.472
Cl -3.179 -3.409 0.277
S -1.903 2.058 -2.630
S -2.550 4.977 -2.186
O -1.038 -2.306 5.409
N -0.475 -1.315 -1.322
N -1.758 -3.245 3.482
N 1.475 0.575 0.136
N -0.711 3.785 -0.897
N 0.037 2.697 -0.573
N -0.941 0.485 1.596
C 2.072 -3.854 -2.344
C 1.488 -1.210 -2.736
C 0.597 -1.936 -1.914
C 2.174 -0.499 0.488
C 1.219 2.922 -0.133
C -1.197 0.260 4.344
C -1.219 -0.875 3.544
C 2.044 1.786 0.256
C 0.971 -3.285 -1.727
C 2.884 -3.094 -3.166
C -1.335 -2.212 4.231
C -1.626 3.536 -1.810
C 3.477 -0.424 0.958
C -3.746 4.399 -3.400
C 2.596 -1.751 -3.353
C 4.068 0.822 1.070
C -0.942 1.569 2.376
C 3.341 1.949 0.719
C -1.069 1.500 3.751
C -1.087 -0.716 2.173
H -1.279 0.140 5.416
H -4.380 3.620 -2.986
H -1.067 2.409 4.337
H 4.004 -1.327 1.229
H 3.221 -1.123 -3.973
H 3.744 -3.541 -3.647
H -3.250 4.036 -4.295
H 1.666 -1.452 0.391
H 3.765 2.940 0.798
H 2.292 -4.897 -2.158
H 1.598 3.936 -0.050
H 5.084 0.919 1.431
H -2.145 -3.150 2.555
H -1.083 -1.567 1.500
H -1.856 -4.133 3.945
H -4.349 5.273 -3.647
H -0.840 2.525 1.877
```

charge	0
expectation value of S²	0.756
DFT total energy	-193510.3100	eV
energy above the lowest of the compared OMol25 structures with the same formula, charge and spin	0.0	kJ/mol
Kohn-Sham gap (alpha / beta)	5.35 / 7.01	eV
E_HOMO (alpha / beta)	-0.2469 / -0.3080	Ha
F_max	0.65	eV/Å
multiplicity	2



[4]
Density functional theory data (the ωB97M-V functional and the def2-TZVPD basis) for an isolated molecule of C4H3N2OP.

```
11
C4H3N2OP the ωB97M-V functional and the def2-TZVPD basis
P 2.102 1.696 -0.823
O -0.398 2.473 -0.180
N 1.365 2.188 -3.602
N 3.119 -0.965 -1.407
C 0.183 1.512 -0.462
C -0.410 0.112 -0.403
C 1.680 2.065 -2.491
C 2.711 0.111 -1.298
H -1.300 0.300 0.137
H -0.596 -0.197 -1.420
H 0.242 -0.525 0.041
```

charge	0
DFT total energy	-18511.0834	eV
energy above the lowest of the compared OMol25 structures with the same formula, charge and spin	0.0	kJ/mol
Kohn-Sham gap	9.89	eV
E_HOMO	-0.3736	Ha
F_max	3.89	eV/Å
structure (SMILES)	CC(=O)P(C#N)C#N
multiplicity	1



[5]
Density functional theory data (the ωB97M-V functional and the def2-TZVPD basis) for a structure of composition C34H23F3LaN15S3.

```
79
C34H23F3LaN15S3 the ωB97M-V functional and the def2-TZVPD basis
La -0.135 -0.825 0.361
S -0.703 -3.587 1.539
S -1.700 -3.964 4.345
S -1.747 -1.262 3.016
F -3.384 8.475 2.777
F -3.306 8.770 0.639
F -5.066 7.925 1.538
N 0.958 0.677 2.731
N -2.778 -1.589 -0.538
N -0.884 -3.670 -2.386
N 3.125 -5.033 -4.167
N 3.391 1.669 4.931
N 2.218 0.262 -0.071
N 2.213 1.368 4.241
N 4.952 3.851 -0.060
N 1.083 -4.385 -3.336
N 6.465 -0.198 -1.137
N 3.090 -4.001 -2.113
N 2.255 -2.405 0.988
N 2.216 0.718 3.112
N 1.032 1.766 4.659
N 1.059 -3.089 -1.334
C -5.134 -2.639 -1.519
C 4.929 -2.891 1.481
C 4.098 -2.449 2.492
C 0.256 1.299 3.690
C -1.550 0.473 -4.731
C -3.148 6.541 1.427
C -3.715 7.913 1.600
C 2.395 -4.450 -3.169
C -0.811 -0.513 -2.160
C 2.348 -3.341 -1.232
C -1.863 4.673 2.221
C -4.283 -1.928 -2.347
C 4.509 1.341 -0.456
C -1.593 2.645 0.839
C 3.245 0.768 -0.229
C -3.407 5.852 0.247
C 4.737 2.729 -0.236
C 5.589 0.493 -0.831
C 0.448 -3.710 -2.366
C -2.486 -0.155 -3.918
C -4.799 -2.814 -0.188
C 4.384 -3.160 0.233
C -2.897 4.582 0.056
C 3.037 -2.919 0.045
C 0.095 0.136 -3.009
C -2.114 3.962 1.042
C -1.145 1.517 0.664
C -2.108 -0.651 -2.669
C -2.373 5.948 2.412
C -3.602 -2.276 0.260
C 2.762 -2.218 2.201
C -3.103 -1.392 -1.827
C -0.243 0.607 -4.276
C -1.416 -2.974 3.006
H 4.975 -3.547 -0.584
H -4.009 6.314 -0.526
H 4.140 1.386 4.305
H -1.370 -4.004 -3.197
H 0.501 1.095 -4.897
H -1.370 -3.114 -1.696
H -3.273 -2.382 1.287
H 4.469 -2.267 3.492
H -1.843 0.864 -5.698
H 4.053 -5.323 -3.914
H 3.397 1.073 5.755
H -2.166 6.480 3.330
H -3.093 4.041 -0.860
H -1.254 4.211 2.987
H 2.067 -1.876 2.960
H 1.118 0.296 -2.671
H -0.815 1.403 3.661
H -3.513 -0.228 -4.261
H -5.429 -3.368 0.494
H -4.520 -1.802 -3.394
H 2.607 -5.614 -4.803
H 5.986 -3.044 1.658
H -6.049 -3.062 -1.919
```

charge	-2
DFT total energy	-99504.3010	eV
energy above the lowest of the compared OMol25 structures with the same formula, charge and spin	0.0	kJ/mol
Kohn-Sham gap	5.74	eV
E_HOMO	-0.0637	Ha
F_max	1.67	eV/Å
multiplicity	1



[6]
Density functional theory data (the ωB97M-V functional and the def2-TZVPD basis) for a cluster of 6 separate species, C21H51Cl2N3O9 in total.

```
86
C21H51Cl2N3O9 the ωB97M-V functional and the def2-TZVPD basis
Cl -1.700 -4.148 -0.938
Cl -0.060 -3.857 -3.439
O -0.392 5.700 0.064
O 1.498 0.934 2.682
O 0.156 -0.931 -1.720
O 3.486 -0.036 2.089
O 1.796 -1.270 2.451
O 0.586 7.502 -0.849
O -4.982 4.440 -0.891
O 1.438 -7.250 -0.998
O 1.792 5.774 -0.465
N 1.360 -9.960 -1.274
N -2.275 3.398 1.364
N -2.291 0.354 -1.473
C 3.790 -10.125 -0.671
C 2.464 -9.362 -0.446
C -5.221 5.565 -1.724
C -3.619 3.376 0.761
C 0.177 0.444 -1.408
C -0.562 8.334 -0.877
C 0.542 -1.673 2.978
C 4.160 1.187 1.917
C 2.658 -7.909 -0.864
C 0.621 -1.935 4.452
C 1.901 4.404 1.632
C 0.921 -1.730 -0.859
C 1.595 -5.847 -1.266
C -1.140 2.530 -1.382
C -3.696 4.478 -0.295
C 1.955 4.486 0.108
C -1.107 1.102 -1.906
C -1.591 -3.649 -2.630
C 2.185 -0.004 2.384
C -4.705 3.523 1.807
C 0.564 6.274 -0.398
H 0.915 4.192 2.040
H 1.187 3.815 -0.284
H 1.952 -1.355 -0.834
H 2.489 3.533 1.921
H -4.895 4.526 2.201
H 2.544 -5.546 -0.811
H 0.275 0.652 -0.334
H -2.025 -0.624 -1.425
H -6.273 5.498 -1.991
H -1.127 1.108 -2.999
H 4.646 -9.529 -0.329
H 1.668 -5.804 -2.353
H -1.836 -2.592 -2.668
H -2.860 4.439 -1.002
H 2.913 4.087 -0.216
H 1.054 -2.910 4.676
H 4.997 1.012 1.244
H -2.598 0.648 -0.552
H -1.713 4.109 0.900
H -4.472 2.935 2.699
H -3.617 5.448 0.220
H 0.778 -5.253 -0.881
H 3.578 2.013 1.510
H -1.403 7.763 -1.281
H 3.831 -11.008 -0.037
H 4.578 1.561 2.856
H 3.935 -10.223 -1.745
H 1.059 0.913 -1.864
H -0.749 8.746 0.108
H -5.637 3.164 1.367
H 0.567 -1.668 0.178
H 2.088 -9.451 0.574
H -2.023 3.065 -1.735
H 1.512 -10.966 -1.191
H -5.147 6.465 -1.099
H -0.286 3.095 -1.773
H -4.531 5.611 -2.565
H -0.252 -0.962 2.735
H -1.068 2.645 -0.298
H -0.368 -1.956 4.926
H 1.656 -9.748 -2.230
H 1.067 -1.154 5.072
H 0.240 -2.568 2.435
H 3.234 -7.902 -1.801
H -2.313 3.738 2.319
H 3.323 -7.449 -0.122
H -3.734 2.387 0.304
H -2.366 -4.201 -3.152
H 0.937 -2.793 -1.074
H 2.360 5.284 2.082
H -0.399 9.094 -1.637
```

charge	0
DFT total energy	-70544.3797	eV
energy above the lowest of the compared OMol25 structures with the same formula, charge and spin	0.0	kJ/mol
Kohn-Sham gap	9.58	eV
E_HOMO	-0.3289	Ha
F_max	1.81	eV/Å
structure (SMILES)	COC[C@H](C)N.COC[C@H](C)N.COC[C@H](C)N.CCOC(=O)OC.CCOC(=O)OC.ClCCl
multiplicity	1



[7]
Density functional theory data (the ωB97M-V functional and the def2-TZVPD basis) for an isolated molecule of C5H6O2.

```
13
C5H6O2 the ωB97M-V functional and the def2-TZVPD basis
O -0.074 -0.800 2.705
O 1.129 -1.520 -2.823
C 0.567 0.523 -1.677
C 0.006 0.617 -0.331
C -0.457 0.529 0.779
C -0.816 0.283 2.182
C 0.302 -0.872 -2.235
H -0.723 -1.254 -2.041
H 1.648 0.697 -1.672
H 0.111 1.262 -2.350
H -1.869 0.005 2.269
H -0.665 1.200 2.769
H 0.841 -0.671 2.426
```

charge	0
DFT total energy	-9374.6789	eV
energy above the lowest of the compared OMol25 structures with the same formula, charge and spin	233.2	kJ/mol
Kohn-Sham gap	10.65	eV
E_HOMO	-0.3641	Ha
F_max	0.61	eV/Å
structure (SMILES)	O=CCC#CCO
multiplicity	1



[8]
Density functional theory data (the ωB97M-V functional and the def2-TZVPD basis) for a cluster of 3 separate species, C29H59IN3O4 in total.

```
96
C29H59IN3O4 the ωB97M-V functional and the def2-TZVPD basis
I -0.460 -2.954 4.812
O 1.665 -4.839 3.305
O -0.652 -3.432 -1.261
O 2.717 -1.851 1.610
O -0.118 6.564 -1.475
N -0.322 -4.304 -2.141
N 1.314 -2.560 3.752
N -0.457 6.586 -0.245
C -2.930 6.539 -0.158
C 1.585 -0.123 0.396
C 3.873 -2.459 4.078
C -0.781 -0.883 1.165
C -0.610 -5.735 -1.755
C -1.606 4.541 -0.893
C 0.354 -4.453 -4.561
C -2.904 7.926 0.482
C 2.480 -2.399 4.719
C 1.533 -3.616 2.677
C -1.649 5.724 0.065
C -0.355 7.949 0.385
C 2.004 -1.584 0.386
C -1.596 5.169 1.491
C -2.076 -6.022 -2.091
C -2.074 -4.251 -3.883
C -0.263 1.551 0.937
C -0.376 -5.875 -0.260
C 2.821 -3.215 1.950
C 1.429 0.389 -1.047
C 0.329 0.178 1.272
C -0.472 -2.345 -3.585
C -1.652 8.700 0.076
C 0.838 8.657 -0.242
C 4.006 -3.393 2.873
C -0.628 -3.860 -3.548
C -2.428 -5.695 -3.539
C -0.106 7.872 1.894
C 0.329 -6.721 -2.452
H 0.512 2.314 0.827
H 4.550 -2.782 4.875
H 0.227 -3.927 -5.507
H -1.747 4.850 -1.925
H -1.703 -0.519 1.632
H -0.830 1.516 0.000
H 1.653 1.455 -1.124
H -0.617 4.734 1.696
H 1.137 -2.249 0.298
H -3.770 5.955 0.227
H -1.613 9.670 0.579
H 1.125 -1.666 3.293
H -1.687 8.897 -1.000
H 2.660 -1.803 -0.465
H 0.524 -2.047 -3.254
H 0.648 0.250 2.326
H -0.653 4.016 -0.824
H 0.889 -5.382 3.146
H -0.547 -6.918 0.014
H 2.122 -0.131 -1.714
H -0.955 1.876 1.720
H 0.225 8.853 2.234
H -2.707 -5.424 -1.426
H 2.419 0.412 0.870
H 0.672 -3.587 2.009
H -0.547 -1.826 1.666
H 2.903 -3.824 1.039
H -2.277 -7.073 -1.870
H 0.081 -6.896 -3.492
H 4.909 -3.123 2.319
H 1.755 8.090 -0.078
H -2.409 3.847 -0.631
H -1.810 5.907 2.257
H 0.418 0.235 -1.436
H -3.498 -5.843 -3.689
H -3.085 6.648 -1.235
H 4.182 -1.452 3.790
H -0.608 -2.015 -4.615
H -2.348 4.384 1.582
H -1.000 -1.117 0.119
H -1.929 -6.387 -4.222
H 0.681 7.151 2.119
H -2.226 -4.067 -4.949
H -0.986 7.617 2.475
H 1.364 -6.381 -2.396
H -1.062 -5.241 0.304
H 0.708 8.795 -1.310
H 2.338 -3.146 5.500
H 0.199 -5.508 -4.760
H -2.749 -3.578 -3.346
H 4.096 -4.437 3.176
H 0.258 -7.683 -1.943
H -3.788 8.479 0.161
H -2.974 7.850 1.570
H -1.207 -1.846 -2.960
H 2.331 -1.411 5.164
H 0.655 -5.614 -0.012
H 1.383 -4.310 -4.229
H 0.943 9.634 0.232
```

charge	+1
expectation value of S²	2.008
DFT total energy	-51781.7211	eV
Kohn-Sham gap (alpha / beta)	4.60 / 5.86	eV
E_HOMO (alpha / beta)	-0.3429 / -0.3890	Ha
F_max	0.69	eV/Å
multiplicity	3